[1]
DFT (ωB97M-V with the def2-TZVPD basis set) results for a cluster of 3 separate species, C16H39Br2NO6PS in total.

Structure (XYZ):
```
66
Properties=species:S:1:pos:R:3:forces:R:3
C -5.1423 -3.9571 -2.2853 -0.297 0.310 -0.385
H -2.1125 0.7808 1.3096 0.642 -0.243 -2.448
O 3.8215 3.5712 4.3193 -0.169 -0.114 0.144
H -7.1539 -3.1989 -2.5724 0.064 -0.107 -0.081
H -3.9434 -4.6380 -3.9528 -0.129 -0.033 0.125
C 1.6182 -1.4253 0.6599 1.106 -2.075 0.223
C 5.0857 3.7307 3.6807 -0.069 0.756 0.196
H 3.9615 0.1899 0.4723 -0.816 2.373 -0.398
H -6.6910 -3.3865 -0.8864 0.082 -0.125 -0.111
C -1.0755 -2.0335 0.6607 -1.608 -5.750 -1.977
H 2.0490 -1.2844 1.7677 -0.789 -0.020 -2.598
C -6.6026 -3.8429 -1.8781 -0.159 -0.042 0.323
H -5.4325 -5.5778 -3.6991 0.027 0.072 -0.047
H -4.6024 -4.5669 -1.5527 0.055 0.296 -0.076
H -0.4473 0.2740 -1.8394 -0.101 0.020 0.370
H -7.0842 -4.8255 -1.8557 -0.011 0.088 -0.008
H -5.4935 -3.9552 -4.4256 -0.099 -0.033 0.107
O 3.0073 3.6632 -0.9597 2.044 -5.153 0.232
C 2.1190 1.4408 1.3327 0.160 1.933 -0.273
H 2.3953 -1.1740 -0.1753 -1.041 -0.394 1.628
O 3.2972 1.3036 -2.2572 -0.358 1.789 1.647
H 5.8751 5.0241 5.2325 -0.001 0.012 -0.173
H -0.1022 -0.2606 1.8701 -0.113 -0.219 -0.180
C 4.9771 4.8046 2.6099 -0.042 -0.107 -0.377
H 3.5863 4.4175 4.7346 0.128 -0.362 -0.243
H -3.6124 -0.9803 0.1735 1.746 1.034 -1.379
Br -2.3584 -4.7732 0.4468 1.197 1.215 -1.093
O -4.5485 -2.6614 -2.2820 0.041 -0.005 0.004
H 1.4523 -2.6067 0.6023 0.299 2.479 -0.052
C -4.9990 -4.5733 -3.6678 0.240 -0.229 -0.133
H 0.3684 -2.6674 -1.9185 -1.757 -0.844 1.269
H 6.1926 3.3141 5.4925 0.012 0.053 -0.156
S 3.8045 2.3308 -0.9482 3.021 4.175 -2.155
H 2.1006 2.5731 1.7168 0.155 -2.401 -0.822
H -5.0214 -2.1130 -2.9297 0.241 -0.147 0.279
H 7.1217 4.2043 4.2639 -0.083 0.023 0.073
C -1.2045 -3.2164 -0.1886 0.977 3.749 1.980
O 5.3391 2.5835 -1.2173 -5.751 -1.686 1.189
O -3.7772 0.9273 -2.6672 1.066 0.337 0.982
H 1.0125 -0.5210 -1.7288 -1.806 0.024 0.848
H 4.2103 4.5385 1.8745 0.157 -0.015 0.044
H -2.5624 -1.0001 -1.4556 -0.543 1.125 2.052
H 5.9300 4.9403 2.0889 -0.124 0.018 0.014
H -5.0596 0.4441 -0.9947 2.267 0.742 -0.957
C 0.8460 1.2479 0.3284 0.617 2.372 0.821
C 3.6090 1.3058 0.6061 -0.078 -0.678 2.717
C -1.7440 0.5064 0.2079 -1.868 -0.076 -0.109
C 6.1341 4.0899 4.7215 0.262 -0.266 0.185
H -1.6261 1.4805 -0.4727 -0.129 -1.863 1.677
H 2.0493 0.8079 2.3432 0.305 1.048 -2.528
H 0.0896 2.1160 0.6514 1.597 -1.889 -0.632
H 1.0683 1.4560 -0.8116 0.113 -0.012 2.570
H 5.3415 2.7722 3.2162 -0.200 0.038 0.156
Br -2.1239 -2.1327 2.4179 1.011 0.288 -1.404
H 4.3673 1.7747 1.4010 -1.379 -0.702 -2.204
N 0.0212 -0.4681 -1.3394 1.823 -1.708 -2.226
H -3.8134 1.8048 -0.6131 -0.119 -1.842 -1.495
C -3.9408 0.7896 -1.2119 -0.510 -0.879 1.557
H -1.3264 -3.2579 -2.4666 1.648 -0.123 1.882
H 4.6771 5.7640 3.0460 0.119 -0.066 0.089
P -0.0583 -0.4462 0.4155 0.501 2.640 1.044
C -0.4988 -3.3566 -1.6100 -0.702 -1.941 -1.159
C -2.9183 -0.3550 -0.5407 -1.417 1.721 -0.695
H 2.4350 1.6431 -2.6379 1.206 -0.205 0.921
H -2.8150 1.0953 -2.8945 -1.670 -0.361 0.817
H -0.0722 -4.4544 -1.7278 -0.995 1.983 0.408
```
Forces are in eV/Å.

Results
gap between HOMO and LUMO	7.262	eV
net charge	-1

[2]
DFT (ωB97M-V with the def2-TZVPD basis set) results for a cluster of 5 separate species, C16H39BrO7S in total.

Structure (XYZ):
```
64
Properties=species:S:1:pos:R:3:forces:R:3
H -6.0792 4.2210 -0.4370 0.000 0.004 -0.003
H 0.5175 -1.9786 -3.1376 -0.022 -0.045 -0.071
H 0.9042 -3.8797 6.8664 -0.018 0.018 0.003
H 2.8429 -1.5753 -2.3538 0.013 -0.006 -0.010
H -7.6582 5.8669 -1.4848 -0.002 -0.003 0.000
C -6.2124 4.2569 -1.5205 -0.026 -0.027 0.003
C 4.9091 -1.1004 1.4919 0.011 -0.064 0.024
H 1.8486 -0.2817 -4.9325 -0.029 -0.002 0.000
C 6.3087 -1.6874 1.4053 0.007 0.028 -0.025
O -2.0123 1.3872 1.6597 -0.025 0.000 -0.001
H -5.9735 6.4012 -1.6040 0.000 -0.005 0.001
H 0.1847 -1.7434 4.6959 -0.004 -0.001 0.001
H -3.2621 1.8952 -1.5596 -0.109 0.040 0.045
H 2.2684 -3.2347 -4.2761 0.024 0.001 0.002
S -2.6955 0.9468 0.4860 -0.019 0.032 0.074
O 2.5801 -4.1227 4.7369 0.026 0.015 0.002
O -3.9827 0.3441 0.5780 -0.004 -0.047 -0.023
H 7.0039 -0.9617 0.9832 -0.005 0.000 0.001
O 0.5472 -1.2115 -3.7215 0.016 0.031 0.057
H -1.2360 3.4633 -1.7330 -0.072 -0.022 -0.029
H 0.9168 -2.5837 3.3219 0.002 0.005 0.005
C -0.5306 0.1956 -0.8242 -0.028 -0.052 -0.085
C -6.6861 5.6420 -1.9252 0.033 0.009 -0.005
C 3.9152 -2.0840 2.0850 -0.055 0.035 -0.018
C -7.1833 3.1672 -1.9411 0.028 -0.022 -0.002
H 2.9226 -1.6360 2.1425 0.009 0.008 -0.003
O 4.4706 -0.6467 0.2107 0.038 0.026 -0.018
H -1.3434 1.0343 -2.5521 0.119 0.016 -0.099
H -3.2480 3.0784 -0.2480 0.034 0.023 0.033
H 4.4233 -1.4142 -0.3702 -0.017 0.013 -0.001
H 3.8452 -2.9769 1.4562 0.020 -0.016 0.020
C 1.8841 -1.1137 -4.2261 0.053 -0.024 -0.011
H 3.2651 -2.3004 -5.3967 0.001 0.001 0.004
C 2.2672 -2.3843 -4.9645 -0.020 0.001 -0.006
H 1.1426 -2.1391 7.0591 -0.004 0.002 -0.007
H -0.0526 -3.4840 4.4944 -0.012 0.016 0.026
H -4.9617 4.0210 -3.0054 -0.015 0.019 0.017
H -6.8192 2.1891 -1.6274 0.000 0.005 0.002
H -0.6960 2.8290 -0.1769 0.055 0.101 -0.066
H 4.9349 -0.1960 2.1039 -0.006 0.003 -0.004
H 6.6704 -1.9886 2.3894 -0.006 -0.001 0.003
C 0.6679 -2.6686 4.3796 0.019 -0.016 -0.065
H 3.8724 -0.6635 -3.4678 -0.010 0.002 -0.035
C 1.6014 -3.0561 6.6869 0.050 -0.040 0.007
C -0.6538 1.3711 -1.7700 -0.182 -0.040 -0.027
H -8.1683 3.3293 -1.5017 0.000 0.004 0.001
Br 0.8501 0.4739 0.5293 0.078 -0.003 -0.009
H 1.9799 -4.8680 4.8501 0.010 0.003 -0.011
H -7.2958 3.1615 -3.0293 -0.018 0.008 0.003
O -4.9058 3.9957 -2.0433 0.017 0.028 -0.050
C -2.6993 2.2558 -0.7001 0.117 -0.059 -0.093
H -6.7862 5.7037 -3.0128 -0.022 -0.002 0.003
C 1.9133 -2.9488 5.2031 -0.070 0.026 0.022
H 2.6374 -2.1463 5.0455 -0.001 -0.001 -0.005
C -1.2580 2.5902 -1.0823 0.017 -0.093 0.113
H 4.2127 -2.4063 3.0834 0.004 -0.019 -0.007
C 2.8508 -0.7778 -3.1039 -0.081 0.020 0.085
H 6.3052 -2.5729 0.7627 0.002 -0.012 0.018
H 0.3036 1.5592 -2.2511 0.065 0.054 0.153
H 2.5102 -3.2491 7.2567 -0.001 0.002 -0.004
H 2.5524 0.1456 -2.6072 0.045 -0.010 0.036
O -1.7911 -0.1594 -0.2639 0.059 0.034 0.023
H 1.5565 -2.5931 -5.7635 0.001 0.004 0.002
H -0.1960 -0.6904 -1.3485 -0.090 -0.003 0.006
```
Forces are in eV/Å.

Results
gap between HOMO and LUMO	10.500	eV
net charge	0

[3]
DFT (ωB97M-V with the def2-TZVPD basis set) results for a cluster of 4 separate species, C16H39ClN5O6 in total.

Structure (XYZ):
```
67
Properties=species:S:1:pos:R:3:forces:R:3
O -4.1501 3.6945 3.9708 -0.037 0.089 -0.037
C 2.7307 -1.4932 -2.4297 0.456 -0.546 -0.365
H -6.1696 3.8064 4.1516 0.028 -0.042 0.009
H -1.4459 5.6690 3.7869 0.007 -0.034 0.009
C -1.0476 -2.0145 -2.9288 -0.035 -0.037 0.031
N 2.0386 -0.4106 -2.0633 -0.270 0.016 0.154
H 2.2918 0.1703 3.1585 -0.014 -0.039 0.014
H 0.0251 0.7716 3.9208 0.015 -0.009 0.013
H -3.2803 -5.0184 -2.8617 -0.005 0.016 0.033
O 0.2137 -0.9837 1.9445 -0.032 0.066 -0.061
H 6.9053 -1.9296 -3.6797 0.155 0.088 -0.068
H -2.3086 3.4982 3.1349 0.015 0.031 -0.031
H -5.5781 3.9056 2.4818 -0.014 0.055 -0.015
H 4.6535 -2.8805 -4.0550 -0.446 -0.190 0.340
H -2.7897 -2.4985 -4.5210 0.014 0.000 -0.026
N 6.1285 -1.6121 -3.1218 -0.641 0.165 0.340
C -1.0432 -0.4714 1.5278 0.008 -0.032 0.020
H -1.8035 -0.9007 2.1763 0.029 -0.044 0.007
H -0.5166 -2.6745 -3.6242 -0.003 0.032 -0.030
C -5.3871 4.2148 3.5150 0.010 -0.040 0.026
H 2.3837 1.6200 -2.4624 0.092 0.376 -0.138
C 0.5267 1.7254 3.7439 0.031 0.043 0.003
Cl 3.0367 -4.1879 -2.4196 0.078 0.061 -0.062
H -5.4121 5.3051 3.5780 0.003 0.007 -0.029
N 2.3290 -2.7124 -2.0560 0.009 0.092 0.091
C -3.0808 -3.0092 -3.5989 -0.133 -0.013 0.178
N 3.8015 -1.1607 -3.1868 -0.549 -0.199 0.117
H 5.2198 -2.2552 -1.3032 -0.333 -0.170 -0.007
H -4.3653 5.4763 5.9189 0.016 -0.011 0.017
H -2.0886 4.8392 5.2142 -0.018 -0.038 0.017
C 4.9004 -1.8463 -3.8460 1.071 0.065 -0.271
O -2.2697 -2.5745 -2.5120 0.119 -0.011 -0.053
N 3.7427 0.1990 -3.2784 -0.057 0.478 0.040
H 4.4429 0.7373 -3.7633 0.210 -0.104 0.004
H 1.2620 1.9042 4.5343 -0.021 -0.045 0.030
H -3.3070 4.7682 2.4090 -0.001 0.052 -0.004
H -0.9093 -4.8203 -2.2635 -0.032 -0.020 0.034
C 1.9896 0.6478 2.2224 0.006 0.233 -0.136
H -3.6930 -4.8067 -4.5693 -0.002 -0.004 0.014
H 6.7439 -3.0823 -1.7209 -0.183 -0.366 0.119
C -3.8421 6.4199 5.7465 0.018 0.036 -0.027
H -1.3161 -6.4495 -2.8656 0.015 0.011 0.076
H 2.0384 -1.1470 1.0663 0.032 0.036 -0.009
H -1.2576 -0.7659 0.4941 -0.019 0.049 -0.012
H 2.8936 1.0237 1.7279 0.015 -0.043 0.018
C 6.1960 -2.1470 -1.7510 0.681 0.242 -0.406
H 6.7426 -1.4445 -1.1344 0.104 0.160 0.151
H 0.0932 -5.5924 -3.5156 -0.024 -0.022 -0.054
C -2.9946 -4.5053 -3.7838 0.029 -0.061 -0.238
H -1.0802 0.6170 1.6112 0.005 0.005 -0.026
C -0.9251 -5.4670 -3.1468 -0.014 -0.013 -0.097
H -1.2082 -1.0400 -3.4037 0.085 0.008 -0.031
C 2.6843 0.6008 -2.5921 -0.099 -0.175 0.137
C -2.3634 5.3092 4.2651 0.031 0.238 -0.148
H -4.5664 7.2320 5.7532 0.030 0.028 -0.032
C -3.0243 4.2981 3.3555 -0.002 -0.254 0.135
H 1.4823 -2.7574 -1.5127 -0.141 -0.016 0.081
C 1.3157 -0.3577 1.3152 -0.016 -0.267 0.143
O -3.1948 6.4350 4.4855 -0.059 -0.085 0.065
H -4.1136 -2.7333 -3.3703 0.019 -0.001 0.003
H -3.1195 6.5870 6.5521 -0.022 -0.040 0.030
O -1.6909 -4.9023 -4.1928 0.072 0.073 0.152
O 1.1504 1.7595 2.4684 -0.063 -0.063 0.039
H -0.4341 -1.8643 -2.0382 -0.111 0.096 0.052
H -0.2126 2.5231 3.7687 0.029 0.030 -0.032
H 1.0045 0.1220 0.3831 -0.012 0.054 -0.001
H 5.0224 -1.3637 -4.8103 -0.125 0.005 -0.296
```
Forces are in eV/Å.

Results
gap between HOMO and LUMO	7.330	eV
net charge	+1

In the order shown, the computed E_LUMO values come out to 2.50; 0.59; -3.17 eV.